# C43H118N4O18

A 18-piece molecular cluster, C43H118N4O18 overall (wB97M-V/def2-TZVPD, the Open Molecules 2025 dataset).

Atoms and positions in Å:
C1 -21.42768 3.20534 -10.91316
O1 -20.50342 2.97398 -11.95162
H1 -21.61227 4.25947 -10.70615
H2 -22.40354 2.84436 -11.23794
H3 -21.22633 2.62639 -10.01184
H4 -20.30589 2.03508 -11.98385
C2 -22.96699 5.38786 -8.79831
O2 -22.97235 3.96855 -8.62500
H5 -23.40463 5.87589 -9.66916
H6 -23.40666 5.91048 -7.94880
H7 -21.92019 5.68883 -8.75672
H8 -23.88997 3.68682 -8.61112
C3 -20.32067 8.86126 -9.99495
O3 -20.93174 9.56773 -9.00141
H9 -20.09010 9.48720 -10.85701
H10 -19.42997 8.41491 -9.55278
H11 -20.93900 8.01641 -10.29826
H12 -20.85414 9.04662 -8.19890
C4 -20.95218 6.82578 -12.80153
O4 -21.16877 8.17001 -13.10330
H13 -20.84881 6.20794 -13.69355
H14 -20.04816 6.74335 -12.19816
H15 -21.77702 6.41590 -12.21867
H16 -21.70666 8.17567 -13.89844
C5 -11.87823 8.13009 -4.65150
O5 -10.51546 8.20512 -4.09285
H17 -11.95583 8.64435 -5.60942
H18 -12.26654 7.11190 -4.67607
H19 -12.56399 8.69130 -4.01679
H20 -10.56639 7.82904 -3.21105
C6 -17.89990 0.11195 -9.23278
O6 -18.97541 -0.77004 -9.43232
H21 -18.09261 0.55796 -8.25706
H22 -17.02229 -0.53304 -9.18935
H23 -17.77847 0.88025 -9.99638
H24 -19.13284 -1.34198 -8.67754
C7 -15.72502 10.44175 -5.16493
O7 -15.97727 9.54025 -4.09773
H25 -16.42613 10.17197 -5.95472
H26 -15.90407 11.46846 -4.84569
H27 -14.72519 10.30576 -5.57720
H28 -16.53735 8.83498 -4.43015
O8 -16.39657 10.29452 -9.09353
H29 -16.28628 9.34854 -8.99766
H30 -15.82614 10.67172 -8.42378
O9 -17.27091 4.18057 -4.00665
H31 -16.60820 3.82461 -4.59855
H32 -17.38611 3.50323 -3.34019
O10 -18.73772 6.92572 -6.38542
H33 -18.19112 6.96514 -5.60062
H34 -19.07449 6.02982 -6.39856
O11 -14.72251 3.35202 -4.58155
H35 -14.46738 3.86370 -3.81387
H36 -13.90358 2.97207 -4.89970
O12 -17.32756 6.91736 -4.00514
H37 -16.98177 7.16659 -3.14809
H38 -17.29170 5.96084 -4.00948
O13 -21.02910 8.23096 -6.68218
H39 -20.25548 7.67977 -6.80018
H40 -20.72505 8.95822 -6.13916
O14 -20.66737 4.78350 -6.75514
H41 -21.38251 4.46937 -7.30842
H42 -20.19511 3.99086 -6.50033
C8 -18.45336 2.27432 -15.19959
C9 -16.97460 1.96419 -14.93104
C10 -16.84341 2.08112 -13.38849
C11 -15.68777 1.32724 -12.76029
C12 -15.75683 -0.11322 -13.16709
C13 -15.79325 -0.40057 -14.67347
N1 -16.76050 0.55159 -15.30069
O15 -16.85006 0.32781 -16.71075
C14 -14.29532 -0.21760 -15.15969
C15 -16.31118 -1.86903 -14.84658
C16 -16.03268 2.98233 -15.58545
H43 -18.68195 3.32415 -15.01596
H44 -19.04662 1.67495 -14.50901
H45 -18.55052 2.01468 -16.25375
H46 -16.83448 3.11082 -13.03109
H47 -17.71036 1.54140 -13.00745
H48 -15.82531 1.30661 -11.67919
H49 -14.72364 1.81488 -12.90441
H50 -16.62208 -0.51936 -12.64318
H51 -14.90828 -0.60262 -12.68902
H52 -13.55035 -0.89386 -14.74041
H53 -14.16526 -0.34957 -16.23383
H54 -13.81053 0.73130 -14.93021
H55 -15.64251 -2.49089 -14.25138
H56 -17.32827 -2.07283 -14.51177
H57 -16.32871 -2.15427 -15.89845
H58 -16.05867 2.93122 -16.67394
H59 -15.00640 2.88804 -15.23056
H60 -16.28758 4.01146 -15.33243
H61 -15.98095 0.55354 -17.05030
C17 -13.20353 0.80009 -8.37852
C18 -12.57441 -0.18042 -9.39193
C19 -12.35245 0.71116 -10.63513
C20 -11.57331 -0.00087 -11.77422
C21 -10.25451 -0.54722 -11.23822
C22 -10.29514 -1.38206 -9.88819
N2 -11.27843 -0.75053 -8.95985
O16 -11.30291 -1.32318 -7.72560
C23 -10.72618 -2.77219 -10.29440
C24 -8.87243 -1.35534 -9.33435
C25 -13.69614 -1.23888 -9.61548
H62 -14.26964 1.02700 -8.37290
H63 -12.75257 1.78747 -8.27953
H64 -13.02653 0.42447 -7.37071
H65 -13.37657 0.84764 -10.98248
H66 -11.89465 1.65747 -10.34700
H67 -11.41695 0.54293 -12.70586
H68 -12.14502 -0.87008 -12.09938
H69 -9.53229 0.25126 -11.06812
H70 -9.64848 -1.12651 -11.93482
H71 -11.80295 -2.89019 -10.41590
H72 -10.22968 -3.05692 -11.22204
H73 -10.39761 -3.46934 -9.52362
H74 -8.70958 -1.75367 -8.33290
H75 -8.12498 -1.77403 -10.00822
H76 -8.59059 -0.30815 -9.22453
H77 -14.67586 -0.76117 -9.62204
H78 -13.56472 -1.95425 -8.80364
H79 -13.66708 -1.92519 -10.46179
H80 -11.98244 -2.00012 -7.76560
C26 -13.64592 4.79064 -12.84869
C27 -12.46380 5.20296 -13.76659
C28 -12.56265 6.76200 -13.97176
C29 -11.91002 7.48731 -12.77227
C30 -10.51285 7.01245 -12.51216
C31 -10.35242 5.49923 -12.25177
N3 -11.14270 4.74992 -13.25232
O17 -11.09981 3.35783 -13.12659
C32 -8.87646 5.16778 -12.42037
C33 -10.79528 5.13955 -10.85034
C34 -12.67845 4.46339 -15.16834
H81 -13.63478 5.42534 -11.96262
H82 -13.62909 3.73224 -12.58865
H83 -14.63873 4.96470 -13.26356
H84 -12.13869 6.99407 -14.94875
H85 -13.58704 7.13406 -13.98917
H86 -12.47230 7.36184 -11.84696
H87 -11.98772 8.57091 -12.86100
H88 -10.11468 7.51039 -11.62807
H89 -9.85721 7.39276 -13.29549
H90 -8.63673 4.99701 -13.46987
H91 -8.36905 6.00971 -11.94942
H92 -8.54762 4.23751 -11.95716
H93 -10.55206 4.09133 -10.67662
H94 -10.17829 5.62364 -10.09333
H95 -11.86899 5.13630 -10.66261
H96 -12.77247 3.38903 -15.01020
H97 -11.86837 4.70284 -15.85720
H98 -13.55143 4.88145 -15.66958
H99 -11.74095 3.23766 -12.42226
C35 -17.09287 6.09818 -11.05983
C36 -17.18747 5.38633 -9.66236
C37 -16.60986 3.92169 -9.70280
C38 -15.06199 3.80222 -9.53889
C39 -14.63369 4.49532 -8.27153
C40 -15.12456 6.00519 -8.10405
N4 -16.57817 6.06442 -8.55416
O18 -16.99890 7.40616 -8.50262
C41 -14.94275 6.35225 -6.58189
C42 -14.23561 6.94287 -8.92791
C43 -18.70310 5.21336 -9.37294
H100 -17.69644 5.68289 -11.86688
H101 -16.06906 6.11352 -11.43356
H102 -17.35753 7.14370 -10.90193
H103 -17.11273 3.13148 -9.14532
H104 -16.82068 3.59157 -10.71999
H105 -14.73782 4.27141 -10.46780
H106 -14.74828 2.76817 -9.68181
H107 -13.55684 4.33653 -8.32879
H108 -15.12175 3.97488 -7.44749
H109 -15.40814 5.64768 -5.89262
H110 -13.86774 6.24057 -6.44052
H111 -15.34447 7.29986 -6.22307
H112 -14.53272 7.99107 -8.96098
H113 -13.17067 6.92645 -8.69611
H114 -14.23509 6.54421 -9.94239
H115 -18.95224 4.40513 -8.68535
H116 -19.11496 4.94836 -10.34672
H117 -19.20900 6.14092 -9.10497
H118 -17.61210 7.36573 -7.76509

Values from the calculation:
- HOMO level: -8.28 eV
- HOMO-LUMO gap: 7.9 eV
- Largest force on an atom: 3.002 eV/Å
- Charge: 0
- Electronic energy: -3282.1047 Eh
- E_LUMO: -0.39 eV
- ΔE to the lowest compared entry with this formula, charge and spin: 2.7694 eV



# C43H28BrCl2IN4OPPt

C43H28BrCl2IN4OPPt as an isolated structure (wB97M-V/def2-TZVPD, the Open Molecules 2025 dataset).

Atoms and positions in Å:
Pt1 -0.28301 -0.15915 0.60864
Br1 -0.28880 5.62216 -5.75612
C1 0.89324 5.71317 -4.26894
C2 1.67390 4.61507 -3.94710
C3 2.53958 4.68753 -2.86506
C4 2.64815 5.86025 -2.10948
C5 1.85505 6.94933 -2.46181
C6 0.97075 6.87958 -3.53029
N1 3.65943 6.05754 -1.12716
N2 4.06212 5.14242 -0.36208
C7 3.39113 3.94169 -0.12508
C8 4.24069 2.87323 0.18172
C9 3.81116 1.56885 0.27129
C10 2.44583 1.23624 0.11097
O1 2.02715 0.05476 0.08883
C11 1.50854 2.36526 -0.02206
N3 0.18932 2.05168 -0.02538
C12 -0.69431 3.00844 -0.19098
C13 -0.33342 4.36045 -0.23997
C14 0.98789 4.70233 -0.17110
C15 1.97403 3.69222 -0.14052
H1 1.59944 3.70330 -4.52768
H2 3.14901 3.83107 -2.60506
H3 1.93185 7.85738 -1.87412
H4 0.35160 7.72919 -3.78784
H5 5.29651 3.10937 0.26312
H6 4.50745 0.75850 0.44405
H7 -1.73447 2.70858 -0.24036
H8 -1.10233 5.12009 -0.30802
H9 1.27231 5.74170 -0.11574
I1 -2.83090 -0.71696 -1.63028
C16 -3.68903 -2.12260 -0.33158
C17 -5.01288 -1.88464 -0.10495
C18 -5.82789 -2.84207 0.52975
C19 -5.30101 -4.04697 0.86101
C20 -3.92447 -4.31550 0.67058
C21 -3.43443 -5.59725 1.01661
C22 -2.11522 -5.88240 0.91966
C23 -1.21637 -4.86759 0.53189
C24 -1.62627 -3.61419 0.15860
P1 -0.27853 -2.37572 -0.09532
C25 0.21135 -2.63553 -1.84392
C26 -0.48637 -3.47101 -2.71429
C27 -0.10912 -3.57603 -4.04872
C28 0.97443 -2.85201 -4.52537
C29 1.68085 -2.02330 -3.65984
C30 1.30156 -1.91093 -2.32929
C31 1.13379 -3.10763 0.81254
C32 2.13286 -3.88204 0.22830
C33 3.18263 -4.36806 1.00017
C34 3.23461 -4.09036 2.35928
C35 2.23907 -3.31782 2.94706
C36 1.19611 -2.82080 2.17936
C37 -3.04108 -3.31877 0.13929
H10 -5.44840 -0.95356 -0.44376
H11 -6.87549 -2.62654 0.70566
H12 -5.92136 -4.82381 1.29530
H13 -4.14380 -6.34279 1.36003
H14 -1.74145 -6.86834 1.17048
H15 -0.15731 -5.08765 0.55006
H16 -1.33853 -4.03667 -2.35533
H17 -0.66914 -4.22149 -4.71714
H18 1.26473 -2.92841 -5.56657
H19 2.52563 -1.45128 -4.02641
H20 1.83985 -1.24778 -1.65682
H21 2.09749 -4.10522 -0.83139
H22 3.96172 -4.96295 0.53727
H23 4.05510 -4.46848 2.95791
H24 2.28252 -3.08592 4.00491
H25 0.43082 -2.18954 2.62527
Cl1 -3.40196 1.53112 1.46845
C38 -2.54921 1.50813 2.99149
C39 -2.93633 2.42061 3.95673
C40 -2.32485 2.43562 5.20275
C41 -1.32547 1.50891 5.46859
C42 -0.95951 0.59251 4.50821
Cl2 0.30296 -0.55236 4.88473
C43 -1.54059 0.51356 3.20747
N4 -1.19499 -0.47812 2.36030
H26 -3.72486 3.12555 3.72155
H27 -2.62166 3.16071 5.95153
H28 -0.82942 1.49209 6.43155

Values from the calculation:
- HOMO level (spin up / spin down): -3.54 / -4.12 eV
- HOMO-LUMO gap (spin up / spin down): 5.6 / 6.1 eV
- Largest force on an atom: 0.810 eV/Å
- Expectation value of S²: 2.02
- Charge: -1
- Electronic energy: -6202.4194 Eh
- E_LUMO (spin up / spin down): 2.11 / 2.03 eV
- ΔE to the lowest compared entry with this formula, charge and spin: 1.4256 eV
- Multiplicity: 3



# C43H29N10O4Pt

C43H29N10O4Pt as an isolated structure (wB97M-V/def2-TZVPD, the Open Molecules 2025 dataset).

Atoms and positions in Å:
Pt1 0.01153 -0.09556 1.11300
C1 0.18766 -6.65401 1.02918
C2 -1.00279 -6.52581 0.29513
C3 -1.53719 -5.28377 0.00937
C4 -0.85697 -4.16276 0.47496
C5 -1.11860 -2.74047 0.35895
N1 -2.15670 -2.23232 -0.29012
C6 -2.39606 -0.95177 -0.41823
C7 -3.52936 -0.39983 -1.15300
C8 -4.55183 -0.99508 -1.87971
C9 -5.46970 -0.16065 -2.49626
C10 -5.37257 1.23364 -2.39045
C11 -4.35312 1.82547 -1.66353
C12 -3.43385 0.98682 -1.04838
C13 -2.23523 1.26473 -0.26590
N2 -1.81966 2.49579 0.00202
C14 -0.70304 2.75420 0.64269
N3 0.17580 1.87375 1.18459
C15 1.24377 2.54505 1.68949
N4 2.29839 2.05592 2.29617
C16 2.50519 0.75795 2.46412
N5 1.71402 -0.27141 2.10050
C17 2.31126 -1.46002 2.43154
N6 1.88179 -2.66995 2.18503
C18 0.76664 -2.94494 1.52022
N7 -0.13094 -2.06546 1.00465
C19 0.32765 -4.29106 1.20577
C20 0.86577 -5.54198 1.49075
C21 3.58078 -1.16362 3.08797
C22 4.57327 -1.97992 3.61027
C23 5.68891 -1.36438 4.15420
C24 5.81239 0.03072 4.17069
C25 4.82170 0.84354 3.64398
C26 3.70382 0.22411 3.10515
C27 1.02325 3.98160 1.50117
C28 1.79466 5.08503 1.81427
C29 1.29378 6.33207 1.46749
C30 0.05814 6.46433 0.82765
C31 -0.70898 5.35169 0.51126
C32 -0.20225 4.11307 0.86045
N8 -1.66653 0.09361 0.08914
H1 0.57812 -7.64358 1.23171
H2 -1.50547 -7.41959 -0.05311
H3 -2.45135 -5.17562 -0.55966
H4 -4.61647 -2.07206 -1.96176
H5 -6.27690 -0.58943 -3.07706
H6 -6.10049 1.85515 -2.89670
H7 -4.25883 2.90071 -1.58499
H8 1.78669 -5.62831 2.05254
H9 4.47286 -3.05694 3.58351
H10 6.48513 -1.96914 4.57026
H11 6.70144 0.47695 4.59845
H12 4.90973 1.92190 3.64066
H13 2.75689 4.96906 2.29464
H14 1.87116 7.22123 1.68840
H15 -0.29903 7.45353 0.56860
H16 -1.65819 5.43682 -0.00173
C33 3.94286 1.28841 -2.10618
C34 2.90325 0.18363 -1.81454
C35 2.56711 -0.54115 -3.12459
C36 3.53784 -0.82038 -0.84795
N9 1.73642 0.63800 -1.07985
H17 4.86520 0.87681 -2.53653
H18 4.18502 1.80537 -1.17563
H19 3.53683 2.03218 -2.79294
H20 3.46383 -0.99655 -3.55856
H21 2.15277 0.15079 -3.86047
H22 1.82598 -1.32264 -2.93920
H23 4.48657 -1.19881 -1.23699
H24 2.85543 -1.65526 -0.67112
H25 3.73657 -0.33277 0.11105
O1 1.53012 3.42259 -1.50555
C37 0.78219 2.63617 -2.05008
O2 0.82181 1.33091 -2.05341
C38 -0.37992 3.13518 -2.88566
C39 -1.22752 2.26318 -3.56062
C40 -2.31236 2.75139 -4.26959
C41 -2.52721 4.11845 -4.28280
C42 -1.69475 5.01068 -3.62840
C43 -0.61279 4.50462 -2.92897
N10 -3.69377 4.64399 -5.01209
O3 -4.44795 3.84536 -5.53442
O4 -3.88223 5.84590 -4.99773
H26 -1.03138 1.20072 -3.51274
H27 -2.99046 2.09233 -4.79011
H28 -1.90359 6.06915 -3.67009
H29 0.06462 5.15191 -2.38757

Values from the calculation:
- HOMO level (spin up / spin down): -3.43 / -3.42 eV
- HOMO-LUMO gap (spin up / spin down): 4.4 / 4.4 eV
- Largest force on an atom: 0.513 eV/Å
- Charge: -1
- Electronic energy: -2623.9635 Eh
- E_LUMO (spin up / spin down): 0.95 / 0.95 eV
- ΔE to the lowest compared entry with this formula, charge and spin: 0.0577 eV



charge of number 1 (C43H118N4O18)? 0



Which of these has the highest charge? C43H118N4O18



The highest largest force on an atom belongs to which entry? C43H118N4O18